44
Properties=species:S:1:pos:R:3 method="wB97M-V/def2-TZVPD" total_charge=0 de_lowest_kj_mol=165.4 e_homo_ev=-7.69
H 0.409 -0.992 1.829
H 2.865 -1.957 1.748
H -3.767 2.602 0.865
H 0.537 1.516 -1.278
C 0.678 -0.703 0.790
H -2.583 4.302 -0.411
N -0.520 -0.515 0.008
H 3.344 -2.611 0.166
C 4.095 1.258 -1.228
H -4.877 -0.896 -0.093
C 2.845 -1.770 0.660
C -0.936 3.036 -0.918
C -4.185 0.121 1.666
H -5.070 0.849 -0.173
C -5.139 -0.014 0.485
H -4.388 1.037 2.237
C 3.435 0.083 -0.918
H 2.789 -0.393 -1.640
C 0.787 -2.971 0.190
H -6.160 -0.108 0.845
H 3.970 1.704 -2.204
H 4.526 -0.331 2.250
C -2.151 3.316 -0.320
H 0.689 -3.356 1.230
H 5.436 2.777 -0.532
H 5.717 1.748 1.692
C 4.919 1.860 -0.291
H 1.227 0.242 0.821
C -2.827 2.348 0.400
C 3.581 -0.497 0.337
H -0.925 -3.539 -0.923
H -4.299 -0.734 2.338
C -0.401 1.765 -0.805
O -2.825 0.065 1.277
C 5.076 1.283 0.957
S -2.434 -1.465 -1.552
C -1.074 0.786 -0.097
C -2.296 1.069 0.536
N 1.489 -1.711 0.147
C 4.406 0.113 1.271
H -0.414 3.796 -1.479
H 1.343 -3.708 -0.399
N -0.526 -2.788 -0.381
C -1.099 -1.576 -0.586

---

45
Properties=species:S:1:pos:R:3 method="wB97M-V/def2-TZVPD" total_charge=0 de_lowest_kj_mol=107.7 e_homo_ev=-7.97
H 0.086 1.096 1.341
C -3.446 0.042 -0.710
C 5.311 -0.705 0.180
H 4.970 -2.109 -1.168
C 6.718 0.817 0.484
H 2.945 -2.923 -0.473
H -0.030 2.750 -1.926
C -5.548 -1.849 -0.130
C 2.408 -0.236 -1.419
C -4.564 -2.997 0.081
N 0.033 2.506 -0.951
H -4.618 1.110 2.259
H 3.227 -2.310 1.161
C -4.242 0.088 0.428
O -5.282 -0.744 0.709
C -2.973 1.985 1.200
C 3.278 -2.051 0.097
H -4.842 -3.838 -0.549
N 4.925 0.055 1.232
C -2.428 0.965 -0.883
C -1.056 2.950 -0.115
C 1.541 -0.357 0.800
C 0.766 1.377 -0.682
C -2.172 1.942 0.064
H -3.550 -2.691 -0.163
H -1.461 3.863 -0.564
N 5.836 1.040 1.420
H -1.822 0.904 -1.776
H -3.603 -0.701 -1.476
N 4.670 -1.821 -0.250
H -2.792 2.740 1.952
H 4.095 0.006 1.797
H 1.500 -0.836 1.769
H 3.056 -0.610 -2.199
H -5.570 -1.542 -1.183
C 0.738 0.740 0.560
C -3.993 1.079 1.381
H -6.555 -2.168 0.155
N 6.446 -0.241 -0.310
H -4.585 -3.312 1.121
H 7.589 1.425 0.352
C 1.617 0.863 -1.668
C 2.384 -0.866 -0.179
H 1.650 1.342 -2.637
H -0.658 3.224 0.869

---

48
Properties=species:S:1:pos:R:3 method="wB97M-V/def2-TZVPD" total_charge=+4 de_lowest_kj_mol=14.7 spin_multiplicity=5 e_homo_ev="-20.94 / -22.31"
S -1.399 0.358 0.821
C 1.073 4.347 -0.566
N 2.525 -1.993 -0.821
N -2.380 -2.921 -0.893
H 5.380 -2.719 -2.121
C -0.571 1.098 -2.194
H 2.405 -0.226 -3.173
H -0.855 -1.817 3.551
H -2.334 -0.092 -1.775
C -0.625 0.851 2.240
H 0.625 5.847 0.814
C -1.341 -0.077 -2.211
C -3.494 -2.691 -0.643
H -0.772 5.388 -0.237
H 4.553 -4.222 -1.695
C 1.825 0.456 -0.028
H -0.259 0.754 5.481
O 2.710 0.898 0.595
H -2.106 -1.014 4.570
H -1.483 -2.059 -2.951
C -4.920 -2.659 -0.334
C 0.324 5.555 -0.208
H -5.084 -3.361 0.501
C 0.379 2.094 3.816
C -0.227 1.058 4.449
H 1.031 -2.243 -3.322
C 4.744 -3.194 -1.367
H -2.279 -1.090 2.795
N 1.780 3.499 -0.929
H 0.602 6.370 -0.913
C -1.557 -0.971 3.619
H 1.217 2.042 -2.828
N -0.829 0.285 3.459
C 0.140 -1.807 0.233
N 0.262 1.859 2.454
C -0.816 -1.222 -2.805
C 1.342 -0.138 -2.970
H 5.271 -3.221 -0.399
H 0.879 2.962 4.186
H 0.717 2.389 1.718
C 0.556 -1.313 -3.032
H -0.950 1.990 -1.707
H -5.515 -3.000 -1.202
H -5.252 -1.645 -0.046
C 0.699 1.093 -2.772
Ru 0.421 -0.406 -1.023
C 3.502 -2.485 -1.217
O 0.086 -2.606 1.079

---

48
Properties=species:S:1:pos:R:3 method="wB97M-V/def2-TZVPD" total_charge=0 de_lowest_kj_mol=0.0 e_homo_ev=-8.31
N -1.126 -5.428 0.224
H -2.405 -6.615 1.365
C 3.589 6.423 -1.642
C 2.387 4.317 -1.552
H 4.460 7.951 -0.371
C -2.553 -4.568 1.868
O -3.661 -4.892 2.696
H 0.811 4.166 -3.040
N 2.817 6.851 -2.627
H -1.035 -5.955 2.261
N -1.174 1.379 -0.713
C 1.597 4.772 -2.602
H 3.650 0.445 0.315
H 0.912 -0.802 0.727
C -0.735 0.285 -0.106
N -2.905 -2.592 0.397
H 1.263 6.420 -3.883
H 5.657 6.834 -1.059
H -1.886 -3.863 2.360
H -2.697 -0.196 -0.101
H -1.735 -4.053 -1.333
H -4.252 -5.419 4.595
H -2.728 -5.507 -1.101
N 3.343 2.395 -0.566
H -2.741 -4.524 4.568
C -2.142 -4.762 -0.557
C 1.551 1.071 -0.261
C 1.104 2.191 -0.901
C -2.990 -4.060 0.486
H -0.386 -4.756 0.389
C -0.285 2.316 -1.096
C 2.981 1.183 -0.112
H -3.756 -2.070 0.633
N 2.248 3.005 -1.048
H -2.765 -6.241 4.115
N -1.831 -0.524 0.244
C -1.719 -1.886 0.383
C 1.871 6.034 -3.131
H -0.700 3.176 -1.615
O -0.662 -2.478 0.437
C 4.711 7.356 -1.249
H -4.007 -4.414 0.272
H 4.881 8.057 -2.023
H 4.051 4.782 -0.293
C -3.324 -5.294 4.054
C 3.440 5.150 -1.082
C 0.625 0.101 0.178
C -1.750 -5.759 1.494

---

43
Properties=species:S:1:pos:R:3 method="wB97M-V/def2-TZVPD" total_charge=0 de_lowest_kj_mol=119.5 e_homo_ev=-8.03
H 3.597 1.447 2.358
C 5.921 -0.232 0.577
C -4.949 -1.431 0.117
S -2.515 -0.580 -0.725
H -5.034 -1.883 -0.874
H 3.372 -3.125 -0.620
H 6.019 1.462 1.884
C -0.206 3.343 -0.669
C 2.353 -1.622 -1.777
C 2.841 -2.191 -0.432
H 1.443 2.194 -1.347
C 0.407 2.164 -1.039
C 3.209 -0.245 1.111
H 1.969 -2.403 0.188
C 0.314 -0.333 -1.425
H -6.012 0.051 2.171
H -5.885 -1.690 2.538
H 2.149 -0.252 1.328
H 6.981 -0.232 0.369
N 1.656 -0.371 -1.602
H 3.203 -1.455 -2.445
H -4.424 -2.136 0.778
H -3.980 0.300 0.997
H 0.348 4.269 -0.672
H 2.216 0.401 -1.277
O -6.273 -1.237 0.554
C -0.293 0.960 -1.045
H -3.298 2.173 -0.032
H 5.529 -1.922 -0.672
H -4.670 0.564 -0.635
C 5.104 -1.183 -0.008
H -2.036 4.242 -0.010
O -0.384 -1.327 -1.586
C -4.145 -0.136 0.013
C -1.543 3.326 -0.299
C 3.740 -1.202 0.254
C 5.382 0.719 1.428
H -7.468 -0.970 2.141
C -2.258 2.147 -0.308
H 1.653 -2.320 -2.241
C -1.654 0.946 -0.680
C -6.402 -0.943 1.922
C 4.024 0.710 1.694

---

44
Properties=species:S:1:pos:R:3 method="wB97M-V/def2-TZVPD" total_charge=0 de_lowest_kj_mol=0.0 e_homo_ev=-8.46
H -0.296 -4.712 2.518
H -1.081 0.627 -0.792
H 0.259 0.560 4.916
H -1.082 4.342 2.623
H -2.241 1.841 -0.234
C 0.582 1.558 -4.088
C 1.417 -0.374 -3.025
C 0.210 -2.647 2.407
H 1.872 -2.171 -1.972
H -1.916 -3.309 -1.888
C -1.123 3.675 1.766
C 0.558 -4.065 2.713
H 0.858 -4.173 3.752
C -0.465 -0.060 1.642
H -0.428 1.860 -4.372
H 2.345 2.387 -3.175
C -1.147 -2.655 -1.478
H 1.123 1.190 -4.966
H 1.372 -4.399 2.069
H -1.587 -1.770 -1.010
H -0.436 4.047 1.006
H -0.588 2.313 -0.609
H -2.127 3.707 1.346
O 2.479 -0.272 -3.574
H 0.576 -1.850 4.346
C -0.038 0.752 3.895
O -0.386 -2.468 -3.719
C 1.034 -1.476 -2.056
C 1.343 2.710 -3.448
C -0.214 -2.278 1.104
C -0.073 -0.314 2.982
C -0.379 2.012 3.487
H -0.354 2.830 4.193
C -0.762 2.276 2.161
N -0.520 -1.066 0.741
S -0.333 -3.550 -0.118
C 0.268 -1.640 3.330
C -0.184 -2.230 -2.558
H 0.827 3.056 -2.556
C -1.201 1.518 -0.185
O 0.399 0.475 -3.174
H 1.419 3.531 -4.155
C -0.802 1.252 1.233
H 0.820 -1.041 -1.077